C23H36N2O15 | ωB97M-V/def2-TZVPD

Output
Charge ... 0
HOMO ... -8.98 eV

Cartesian coordinates (Å):
C 9.53609 -0.34006 2.49021
C 8.90454 0.41850 1.18897
C 8.11044 1.71455 1.71052
O 8.73858 2.68784 2.22824
O 6.69159 1.72830 1.52736
C 5.98391 1.75943 2.81441
C 5.25564 0.33779 3.09262
C 3.65917 0.38404 2.99190
C 2.81675 -0.30869 4.13781
N 1.35669 -0.30771 4.16265
C 0.68672 -1.00459 5.33550
O 0.87834 -0.46022 6.48271
O -0.08566 -2.14923 5.13617
C 0.58637 0.35801 3.10414
C -1.03272 0.33947 3.24585
C -1.76887 1.09946 2.02096
N -1.98047 0.14999 0.87618
C 1.31058 1.05491 1.89449
C 2.86858 1.06591 1.83222
C 3.57650 1.76084 0.58687
O 4.38348 1.16275 -0.19624
O 3.31508 3.14831 0.27382
H 8.68130 -0.91964 2.99767
H 10.03332 0.43486 3.17956
H 10.34923 -1.09089 2.17382
H 9.74163 0.78707 0.48109
H 8.22747 -0.27407 0.57506
H 6.71283 2.02057 3.65667
H 5.22843 2.62686 2.73394
H 5.49993 0.07837 4.20021
H 5.72227 -0.53450 2.48364
H 3.38493 -0.84356 4.97798
H -1.27039 0.92841 4.22055
H -1.43579 -0.72927 3.42665
H -1.20640 2.06463 1.69116
H -2.79110 1.47639 2.41906
H -2.41943 0.61666 0.06944
H -1.04330 -0.21638 0.61677
H 0.74853 1.58744 1.03982
H 3.40113 3.23176 -0.71219
C -4.75458 0.32160 -3.71576
O -3.53262 0.91232 -3.27251
C -2.75826 1.38872 -4.26295
O -3.01287 1.35292 -5.44293
O -1.64866 1.91298 -3.70936
C -0.72818 2.46044 -4.65143
H -5.29704 -0.02685 -2.83603
H -5.37368 1.05834 -4.23262
H -4.55563 -0.53751 -4.36069
H -1.18696 3.28246 -5.20594
H -0.36900 1.68660 -5.33397
H 0.12472 2.85297 -4.09574
C 0.47613 -4.77378 -1.45252
O 0.76591 -5.21210 -0.12712
C 0.44011 -4.32459 0.83178
O -0.05612 -3.23628 0.65220
O 0.76306 -4.85905 2.02074
C 0.46941 -4.01917 3.14063
H 0.77864 -5.56524 -2.13980
H -0.59565 -4.60050 -1.57575
H 1.04396 -3.87172 -1.69324
H -0.60151 -3.81678 3.20074
H 1.03558 -3.08791 3.08217
H 0.77068 -4.54851 4.04501
C -10.84976 -0.03178 -2.98761
O -10.72460 0.66873 -4.22404
C -9.46051 0.78281 -4.66806
O -8.47355 0.35390 -4.11843
O -9.48669 1.45785 -5.83097
C -8.20350 1.65495 -6.42241
H -11.90861 -0.06297 -2.72713
H -10.48842 -1.05802 -3.08757
H -10.31373 0.49129 -2.19212
H -7.73647 0.69599 -6.65921
H -7.56195 2.24541 -5.76385
H -8.34555 2.20810 -7.35179